No. 1
{"formula": "C11H29Cl2FePS", "method": "the ωB97M-V functional and the def2-TZVPD basis", "e_homo_ev": [0.632, -4.841], "total_charge": -1, "spin_multiplicity": 6, "lumo_energy_ev": [2.807, 2.785], "gap_ha": [0.0799, 0.2802], "energy_ev": -91433.6568, "e_above_lowest_ev": 0.661, "symbols": ["Fe", "Cl", "Cl", "H", "H", "P", "C", "C", "C", "C", "H", "C", "H", "H", "H", "H", "H", "H", "H", "C", "C", "H", "H", "H", "H", "H", "H", "C", "H", "C", "H", "H", "H", "H", "H", "H", "C", "S", "C", "H", "H", "H", "H", "H", "H"], "coordinates": [[0.2339, 0.0745, 0.8318], [1.9027, -0.7167, 1.9367], [-1.8875, -0.4206, 0.9455], [0.3277, 1.5252, 1.8694], [0.0136, 0.9427, 2.2746], [0.3568, -0.0694, -1.4345], [1.9950, -0.6890, -2.0858], [-0.8702, -0.9527, -2.4946], [0.3240, 1.6939, -2.0183], [2.5514, -1.8398, -1.2534], [2.6540, 0.1839, -1.9449], [2.0057, -1.0767, -3.5730], [1.4245, -1.9866, -3.7586], [3.0420, -1.2906, -3.8661], [1.6260, -0.3075, -4.2519], [2.5487, -1.6107, -0.1803], [3.5842, -2.0457, -1.5603], [1.9842, -2.7649, -1.3905], [1.3184, 2.0502, -1.6990], [-0.7392, 2.5148, -1.2870], [0.2157, 1.8338, -3.5409], [1.1594, 1.6287, -4.0559], [-0.0692, 2.8668, -3.7736], [-0.5534, 1.1802, -3.9711], [-0.5968, 2.5191, -0.1971], [-1.7536, 2.1547, -1.4937], [-0.6788, 3.5473, -1.6467], [-0.8967, -2.4550, -2.2071], [-0.4884, -0.8388, -3.5213], [-2.2727, -0.3417, -2.4589], [0.0435, -2.9671, -2.4519], [-1.7022, -2.8764, -2.8226], [-1.1448, -2.6853, -1.1652], [-2.6545, -0.2671, -1.4338], [-2.9346, -1.0375, -2.9925], [-2.3404, 0.6463, -2.9321], [0.0511, -0.0445, 8.1471], [-0.0366, 0.3633, 6.4075], [-1.7570, 0.8780, 6.3875], [0.8535, -0.7778, 8.2594], [-0.8735, -0.4535, 8.5629], [0.3154, 0.8655, 8.6909], [-2.3277, 0.4332, 7.2150], [-1.7126, 1.9692, 6.5082], [-2.2411, 0.6442, 5.4259]], "mulliken_spin": [4.396, 0.093, 0.047, 0.085, 0.075, -0.341, 0.125, -0.011, 0.878, 0.122, -0.010, 0.044, -0.016, -0.007, 0.019, -0.036, -0.002, -0.028, -0.140, -0.079, -0.059, -0.016, -0.026, -0.005, 0.114, 0.053, -0.143, -0.289, 0.072, -0.011, 0.007, -0.042, 0.081, 0.036, -0.049, 0.034, 0.001, 0.031, -0.010, 0.001, 0.000, -0.001, -0.001, 0.004, 0.006]}

No. 2
{"formula": "C47H49GeN2PPd", "method": "the ωB97M-V functional and the def2-TZVPD basis", "e_homo_ev": [-10.111, -10.074], "total_charge": 1, "spin_multiplicity": 2, "lumo_energy_ev": [-4.790, -4.748], "gap_ha": [0.1955, 0.1957], "energy_ev": -121791.3675, "symbols": ["Pd", "C", "C", "C", "C", "P", "C", "C", "C", "C", "C", "C", "C", "C", "C", "C", "H", "H", "H", "H", "H", "H", "H", "H", "H", "H", "H", "H", "H", "H", "H", "H", "H", "H", "H", "H", "H", "H", "H", "C", "C", "C", "C", "C", "C", "Ge", "C", "C", "C", "C", "C", "C", "C", "C", "C", "C", "C", "C", "H", "H", "H", "H", "H", "H", "H", "H", "H", "H", "H", "H", "H", "H", "H", "C", "C", "C", "C", "C", "C", "C", "C", "H", "H", "H", "H", "H", "N", "C", "N", "C", "C", "C", "C", "C", "C", "H", "H", "H", "H", "H", "H"], "coordinates": [[-0.2402, 0.1233, 0.1211], [-2.5130, 2.7219, -0.5398], [-2.6995, 2.4236, 0.9512], [-3.5797, 1.1843, 1.0919], [-3.3106, 3.6311, 1.6493], [-0.9644, 1.9647, 1.5378], [-0.0525, 3.5230, 1.2808], [0.7363, 3.6268, 0.1380], [1.4523, 4.7806, -0.1245], [1.3897, 5.8480, 0.7553], [0.5882, 5.7631, 1.8820], [-0.1323, 4.6119, 2.1457], [-0.8128, 1.5477, 3.3813], [-1.7412, 2.2632, 4.3587], [0.6660, 1.7778, 3.7126], [-1.0636, 0.0420, 3.4848], [-3.4813, 2.8656, -1.0167], [-2.0103, 1.8749, -1.0329], [-1.9197, 3.6232, -0.6896], [-4.5372, 1.3462, 0.5990], [-3.7741, 0.9508, 2.1367], [-3.0818, 0.3275, 0.6178], [-4.2204, 3.9192, 1.1258], [-2.6327, 4.4812, 1.6296], [-3.5750, 3.4096, 2.6783], [0.8053, 2.7773, -0.5356], [2.0639, 4.8436, -1.0115], [1.9656, 6.7420, 0.5707], [0.5215, 6.5947, 2.5668], [-0.7463, 4.5681, 3.0314], [-1.6957, 3.3443, 4.2838], [-1.4450, 1.9919, 5.3718], [-2.7750, 1.9521, 4.2188], [0.9144, 2.8324, 3.7978], [1.2964, 1.3330, 2.9346], [0.9071, 1.2906, 4.6555], [-2.0735, -0.2207, 3.1738], [-0.9285, -0.2868, 4.5148], [-0.3379, -0.4804, 2.8545], [-4.8938, -3.3220, -3.6869], [-4.2330, -3.8679, -2.6000], [-3.2200, -3.1575, -1.9833], [-2.8156, -1.9267, -2.4806], [-3.5061, -1.3737, -3.5518], [-4.5417, -2.0653, -4.1510], [-1.1796, -0.9648, -1.8644], [-0.5059, -0.0014, -3.4797], [-0.3224, -0.7487, -4.6342], [0.2245, -0.1653, -5.7615], [0.5925, 1.1709, -5.7406], [0.4253, 1.9171, -4.5865], [-0.1114, 1.3255, -3.4547], [0.2949, -2.3172, -1.7990], [0.1422, -3.6906, -1.6781], [1.2421, -4.5289, -1.7189], [2.5156, -4.0041, -1.8605], [2.6823, -2.6343, -1.9772], [1.5798, -1.8034, -1.9476], [-5.6831, -3.8743, -4.1713], [-4.4981, -4.8506, -2.2360], [-2.7348, -3.5805, -1.1146], [-3.2102, -0.4021, -3.9278], [-5.0665, -1.6281, -4.9871], [-0.6087, -1.7922, -4.6411], [0.3637, -0.7564, -6.6553], [1.0143, 1.6266, -6.6246], [0.7123, 2.9589, -4.5662], [-0.2248, 1.9005, -2.5391], [-0.8432, -4.1227, -1.5946], [1.0995, -5.5981, -1.6543], [3.3711, -4.6616, -1.9008], [3.6710, -2.2176, -2.1061], [1.7130, -0.7344, -2.0829], [1.7793, 0.5719, 0.0015], [2.9948, 0.6052, 0.1591], [4.3851, 0.5809, 0.3589], [4.8951, 0.8080, 1.6471], [6.2453, 0.6691, 1.8839], [7.0980, 0.3063, 0.8480], [6.6041, 0.1029, -0.4359], [5.2560, 0.2460, -0.6888], [4.2152, 1.0781, 2.4433], [6.6380, 0.8342, 2.8773], [8.1512, 0.1770, 1.0432], [7.2762, -0.1750, -1.2349], [4.8576, 0.0871, -1.6810], [-2.0299, -3.7695, 1.9126], [-2.2764, -2.6078, 1.2663], [-1.1919, -1.9177, 1.0389], [-0.1523, -2.6612, 1.5506], [1.2109, -2.3870, 1.5874], [2.0198, -3.3080, 2.2121], [1.4962, -4.4725, 2.7829], [0.1483, -4.7648, 2.7459], [-0.6732, -3.8381, 2.1229], [-2.7081, -4.4649, 2.1789], [-3.2663, -2.2952, 0.9867], [1.6111, -1.4801, 1.1343], [3.0824, -3.1259, 2.2605], [2.1720, -5.1586, 3.2657], [-0.2469, -5.6630, 3.1900]], "mulliken_spin": [0.662, 0.023, 0.060, 0.029, 0.013, 0.065, 0.001, 0.016, -0.001, 0.000, 0.003, -0.004, 0.016, 0.010, 0.012, 0.048, 0.000, -0.008, 0.000, 0.001, 0.001, -0.009, 0.001, -0.002, 0.000, -0.012, 0.000, 0.000, 0.000, -0.001, -0.003, 0.002, 0.002, -0.002, -0.004, 0.000, 0.002, 0.000, -0.040, 0.000, -0.002, 0.003, -0.002, 0.002, -0.001, -0.081, -0.009, 0.002, 0.000, 0.000, 0.001, -0.002, 0.025, 0.026, 0.004, 0.011, 0.001, 0.011, 0.000, 0.000, 0.002, 0.001, 0.000, 0.000, 0.000, 0.000, 0.000, 0.007, 0.001, 0.000, 0.000, 0.000, 0.013, 0.140, -0.003, 0.009, -0.006, 0.003, -0.004, 0.002, 0.000, -0.001, 0.000, 0.000, 0.000, 0.000, 0.001, 0.002, -0.045, -0.003, 0.045, 0.007, 0.000, -0.003, -0.003, 0.000, 0.001, -0.040, 0.000, 0.000, 0.000]}

No. 3
{"formula": "C3H13N4", "method": "the ωB97M-V functional and the def2-TZVPD basis", "e_homo_ev": [-12.470, -14.897], "total_charge": 1, "spin_multiplicity": 3, "lumo_energy_ev": [-3.157, -6.918], "gap_ha": [0.3422, 0.2932], "energy_ev": -9268.8527, "e_above_lowest_ev": 2.720, "symbols": ["C", "C", "C", "N", "N", "N", "N", "H", "H", "H", "H", "H", "H", "H", "H", "H", "H", "H", "H", "H"], "coordinates": [[2.7596, 0.1698, 0.0008], [1.2939, 0.0988, -0.5474], [0.3322, 0.5342, 0.4902], [-1.4267, 0.4251, -1.1690], [-1.0785, -1.6913, 0.0253], [-2.0063, 0.7353, 1.0270], [-1.0955, 0.2437, 0.0894], [2.9556, -0.3878, 0.8825], [3.3711, -0.2594, -0.7371], [3.0556, 1.2215, 0.0331], [1.0288, -0.9533, -0.9706], [1.4023, 0.6859, -1.4628], [0.3873, -0.0537, 1.4617], [0.5141, 1.6175, 0.6438], [-2.4822, 0.4722, -1.1578], [-1.1731, -0.3430, -1.8225], [-0.7581, -2.1917, 0.8347], [-2.1230, -1.8047, -0.0889], [-2.1908, 0.3914, 1.9488], [-2.7663, 1.0897, 0.5186]], "mulliken_spin": [0.000, -0.016, 0.026, 0.159, 1.160, 0.221, 0.448, 0.000, 0.000, 0.000, 0.008, 0.002, 0.008, 0.019, 0.000, 0.026, -0.031, -0.036, 0.006, -0.003]}

No. 4
{"formula": "C23H29BrINO4PRhS", "method": "the ωB97M-V functional and the def2-TZVPD basis", "e_homo_ev": [-14.611, -14.611], "total_charge": 2, "lumo_energy_ev": [-7.765, -7.764], "gap_ha": [0.2516, 0.2516], "energy_ev": -135264.2265, "e_above_lowest_ev": 0.083, "symbols": ["Rh", "C", "C", "O", "P", "O", "C", "C", "O", "C", "C", "H", "H", "H", "H", "H", "H", "H", "H", "H", "H", "H", "H", "H", "H", "H", "O", "S", "C", "C", "C", "C", "C", "C", "C", "C", "C", "C", "C", "C", "H", "H", "H", "H", "H", "H", "H", "H", "H", "H", "I", "Br", "C", "C", "C", "N", "C", "C", "H", "H", "H", "H"], "coordinates": [[0.3009, 1.3640, -0.5546], [-0.2365, 3.6638, 4.0982], [0.3674, 3.4591, 2.7369], [0.6796, 2.0246, 2.5764], [0.5267, 0.8850, 1.5215], [1.8120, 0.0047, 1.7273], [3.1638, 0.5642, 1.8834], [3.6094, 0.4047, 3.3117], [-0.6809, -0.0545, 1.8191], [-0.8460, -0.8110, 3.0922], [-1.8274, -0.0993, 3.9791], [-0.3580, 4.7346, 4.2646], [0.4073, 3.2727, 4.8841], [-1.2175, 3.1969, 4.1707], [1.3239, 3.9650, 2.6149], [-0.3032, 3.7455, 1.9358], [3.1458, 1.6092, 1.5685], [3.7766, -0.0035, 1.1877], [2.9787, 0.9780, 3.9894], [4.6336, 0.7667, 3.4083], [3.5917, -0.6424, 3.6094], [0.1434, -0.9225, 3.5337], [-1.1942, -1.7874, 2.7637], [-1.4336, 0.8521, 4.3324], [-2.0290, -0.7236, 4.8503], [-2.7695, 0.0710, 3.4603], [-0.2136, -0.3713, -1.2786], [-1.6637, -0.9154, -0.9545], [-2.6753, -0.2633, -2.2385], [-3.9848, 0.0341, -1.8816], [-4.8451, 0.5200, -2.8565], [-4.3818, 0.7163, -4.1473], [-3.0613, 0.4270, -4.4844], [-2.1962, -0.0728, -3.5312], [-1.4898, -2.6317, -1.3627], [-2.5469, -3.4449, -0.9727], [-2.4930, -4.7929, -1.2857], [-1.3935, -5.3059, -1.9611], [-0.3420, -4.4776, -2.3310], [-0.3804, -3.1242, -2.0346], [-4.3244, -0.1049, -0.8626], [-5.8698, 0.7534, -2.6038], [-5.0525, 1.1015, -4.9033], [-2.7181, 0.5840, -5.4975], [-1.1707, -0.3144, -3.7803], [-3.4001, -3.0406, -0.4415], [-3.3068, -5.4428, -0.9968], [-1.3551, -6.3603, -2.1976], [0.5094, -4.8862, -2.8574], [0.4276, -2.4679, -2.3225], [-1.4920, 3.1051, -0.5726], [6.6395, 0.6882, -2.5312], [4.8656, 0.8394, -1.9920], [4.0885, -0.2991, -1.7879], [2.7809, -0.1397, -1.3842], [2.2347, 1.0698, -1.1863], [2.9786, 2.1635, -1.3886], [4.2946, 2.0934, -1.7914], [4.4944, -1.2878, -1.9446], [2.1314, -0.9890, -1.2200], [2.4871, 3.1193, -1.2321], [4.8596, 3.0001, -1.9506]], "lowdin_charge": [0.545, -0.052, -0.217, -0.227, 0.511, -0.221, -0.228, -0.045, -0.281, -0.183, -0.047, 0.098, 0.092, 0.078, 0.128, 0.011, 0.111, 0.114, 0.082, 0.097, 0.094, 0.120, 0.128, 0.065, 0.099, 0.092, -0.647, 1.104, -0.428, -0.085, -0.043, -0.033, -0.040, -0.060, -0.374, -0.070, -0.043, -0.038, -0.045, -0.062, 0.117, 0.122, 0.122, 0.121, 0.118, 0.118, 0.122, 0.121, 0.119, 0.099, 0.447, 0.895, -0.671, -0.067, -0.106, -0.101, -0.100, -0.065, 0.123, 0.114, 0.124, 0.123]}

What did we get for M? Answer: 351.1, 851.9, 105.2, 756.2 Da, in the order shown.